Computed, not measured: C27H27CsF18N6O3PS as an isolated structure, with the ωB97M-V functional and the def2-TZVPD basis.

Its multiplicity is 2. The net charge is -2. For the orbital gap (alpha / beta), the calculation gives 6.39 / 6.95 eV.

CARTESIAN COORDINATES (ANGSTROEM)
Cs 0.499 0.867 -0.768
C 2.850 -4.819 0.591
C 1.958 -4.099 -0.387
C 2.384 -3.791 -1.679
C 1.548 -3.114 -2.539
C 0.247 -2.701 -2.144
N -0.528 -1.976 -2.972
C -0.421 -2.065 -4.351
C -0.664 -3.300 -4.970
C -0.718 -3.410 -6.350
C -0.520 -2.302 -7.164
C -0.601 -2.402 -8.670
C -0.245 -1.085 -6.549
C -0.181 -0.942 -5.166
C 0.212 0.379 -4.442
O 0.369 0.248 -3.125
C -0.902 1.435 -4.709
F -0.606 2.615 -4.140
F -1.150 1.684 -6.021
F -2.051 1.007 -4.168
C 1.566 0.894 -5.036
F 2.491 -0.086 -4.960
F 2.041 1.932 -4.335
F 1.529 1.292 -6.335
C -0.192 -3.017 -0.828
C 0.674 -3.716 -0.005
C -1.632 -2.811 -0.222
O -1.633 -2.692 1.103
C -2.476 -1.624 -0.845
F -1.771 -0.457 -0.964
F -3.503 -1.339 -0.025
F -3.039 -1.888 -2.034
C -2.420 -4.133 -0.601
F -3.734 -4.039 -0.335
F -2.308 -4.500 -1.899
F -1.955 -5.168 0.127
H 3.827 -5.034 0.152
H 2.402 -5.766 0.906
H 3.006 -4.213 1.489
H 3.386 -4.061 -1.999
H 1.888 -2.827 -3.527
H -0.848 -4.159 -4.332
H -0.922 -4.379 -6.800
H -0.546 -3.443 -8.995
H 0.214 -1.854 -9.148
H -1.540 -1.986 -9.050
H -0.064 -0.222 -7.176
H 0.324 -3.947 0.993
C 0.060 -4.464 3.693
C -0.080 -3.238 4.515
N -0.407 -3.178 5.768
N -0.403 -1.826 6.015
C -0.121 -1.054 4.945
S 0.004 0.609 4.833
N 0.095 -1.989 3.988
N 0.497 -1.778 2.666
H -0.051 -5.340 4.331
H 1.038 -4.473 3.207
H -0.698 -4.475 2.905
H -0.690 -1.466 6.903
H -0.299 -2.071 2.033
H 0.584 -0.775 2.535
F 1.710 2.600 0.419
P 1.773 4.178 0.900
F 3.361 4.184 0.546
F 1.849 5.720 1.359
F 0.207 4.112 1.229
F 2.117 3.692 2.395
F 1.444 4.611 -0.613
C 5.342 1.535 0.614
N 4.210 0.676 0.930
C 3.685 0.778 2.291
C 3.520 -0.013 -0.015
C 4.071 -0.004 -1.427
O 2.503 -0.648 0.255
H 5.937 1.659 1.518
H 5.016 2.525 0.285
H 5.979 1.087 -0.146
H 4.363 0.286 2.994
H 2.718 0.296 2.346
H 3.568 1.825 2.567
H 4.929 -0.679 -1.477
H 4.377 0.994 -1.744
H 3.300 -0.376 -2.102



Computed, not measured: an isolated ion of composition C27H27N2O and charge +1, with the ωB97M-V functional and the def2-TZVPD basis.

The net charge is +1. For the orbital gap, the calculation gives 7.71 eV.

CARTESIAN COORDINATES (ANGSTROEM)
C 2.882 1.536 0.268
C 2.534 0.136 0.080
N 1.311 -0.299 -0.265
C 1.183 -1.724 -0.056
C 2.586 -2.183 0.234
N 3.342 -0.927 0.334
C 4.738 -0.799 0.505
C 5.483 -2.076 0.708
O 5.308 0.287 0.496
H 3.933 1.614 0.545
H 2.748 2.088 -0.660
H 2.254 1.996 1.040
H 0.536 -1.929 0.805
H 0.751 -2.244 -0.917
H 2.641 -2.736 1.172
H 2.980 -2.814 -0.563
H 4.837 -2.947 0.785
H 6.181 -2.203 -0.123
H 6.083 -1.979 1.616
C -5.632 -2.395 0.336
C -5.114 -1.857 -0.846
C -3.960 -1.066 -0.820
C -3.276 -0.858 0.395
C -1.997 -0.095 0.465
C -1.062 -0.268 -0.513
C 0.194 0.508 -0.693
C 0.449 0.980 -2.136
C 1.164 2.163 -2.332
C 1.690 2.479 -3.588
C 1.306 1.708 -4.694
C 0.465 0.604 -4.518
C 0.076 0.208 -3.230
C -1.796 0.832 1.625
C -0.516 1.064 2.161
C -0.314 1.985 3.196
C -1.416 2.615 3.782
C -2.712 2.340 3.321
C -2.891 1.488 2.228
C -3.793 -1.428 1.573
C -4.968 -2.180 1.551
H -6.554 -2.976 0.320
H -5.629 -2.045 -1.789
H -3.605 -0.578 -1.735
H -1.218 -1.096 -1.208
H 0.123 1.440 -0.119
H 1.318 2.838 -1.493
H 2.387 3.314 -3.684
H 1.692 1.962 -5.683
H 0.139 0.025 -5.388
H -0.528 -0.688 -3.078
H 0.320 0.466 1.784
H 0.707 2.185 3.539
H -1.266 3.318 4.604
H -3.584 2.782 3.814
H -3.901 1.300 1.850
H -3.254 -1.291 2.510
H -5.354 -2.581 2.486



Computed, not measured: C27H27N6O3S2SeTc as an isolated structure, with the ωB97M-V functional and the def2-TZVPD basis.

The net charge is +2. For the orbital gap (alpha / beta), the calculation gives 3.51 / 3.51 eV.

CARTESIAN COORDINATES (ANGSTROEM)
Tc 2.285 -0.061 -0.637
N -1.235 -5.083 4.877
C -0.982 -3.944 4.209
C -0.919 -3.940 2.795
C -0.674 -2.775 2.117
C -0.470 -1.585 2.821
C -0.528 -1.570 4.216
C -0.781 -2.732 4.902
S -0.225 -0.099 1.972
O -1.197 0.082 0.936
O 0.049 0.947 2.902
N 1.233 -0.408 1.132
C 2.358 -0.472 1.903
S 2.739 -0.754 3.536
C 4.419 -0.574 3.136
C 4.599 -0.317 1.825
N 3.406 -0.258 1.138
H -1.392 -5.948 4.393
H -1.298 -5.095 5.879
H -1.079 -4.862 2.251
H -0.647 -2.780 1.034
H -0.389 -0.640 4.751
H -0.842 -2.716 5.983
H 5.172 -0.661 3.901
H 5.539 -0.157 1.320
Se 4.248 -0.799 -1.754
C 5.357 0.657 -1.556
N 6.065 1.555 -1.416
C -3.687 -2.077 -0.530
C -3.650 -1.526 -1.948
N -3.732 -0.071 -2.005
C -4.969 0.580 -1.553
C -4.820 1.233 -0.187
C -2.766 0.723 -2.488
O -2.845 1.934 -2.613
C -1.434 0.124 -2.891
C -1.084 -0.083 -4.216
C 0.233 -0.398 -4.516
C 1.164 -0.454 -3.505
N 0.832 -0.258 -2.209
C -0.456 0.010 -1.917
H -3.589 -3.163 -0.554
H -4.630 -1.844 -0.037
H -2.880 -1.657 0.070
H -4.477 -1.934 -2.534
H -2.733 -1.840 -2.448
H -5.745 -0.185 -1.548
H -5.242 1.327 -2.298
H -4.549 0.504 0.576
H -5.760 1.700 0.104
H -4.054 2.006 -0.218
H -1.823 0.017 -5.002
H 0.551 -0.578 -5.533
H 2.202 -0.649 -3.726
H -0.706 0.171 -0.876
C 2.650 1.581 -0.871
C 2.838 2.945 -1.018
C 2.003 3.644 -1.922
C 2.166 5.001 -2.058
C 3.148 5.658 -1.315
C 3.973 4.971 -0.426
C 3.827 3.613 -0.263
H 1.241 3.114 -2.480
H 1.534 5.559 -2.735
H 3.271 6.727 -1.430
H 4.728 5.506 0.134
H 4.456 3.059 0.420



Computed, not measured: C27H28AsNSTa as an isolated structure, with the ωB97M-V functional and the def2-TZVPD basis.

The net charge is +3. For the orbital gap, the calculation gives 6.08 eV.

CARTESIAN COORDINATES (ANGSTROEM)
Ta 0.975 0.171 -0.277
S 0.351 2.462 -4.091
C 0.757 0.879 -4.685
C 0.861 0.458 -6.009
C 1.224 -0.855 -6.226
C 1.482 -1.729 -5.158
C 1.375 -1.310 -3.849
C 1.003 0.012 -3.619
N 0.843 0.636 -2.373
C 0.515 1.937 -2.501
C 0.359 2.750 -1.276
C 0.078 4.099 -1.290
C 0.010 4.800 -0.083
C 0.229 4.173 1.141
C 0.513 2.821 1.183
C 0.570 2.080 -0.020
H 0.674 1.129 -6.837
H 1.321 -1.218 -7.240
H 1.776 -2.748 -5.370
H 1.594 -1.995 -3.036
H -0.074 4.631 -2.222
H -0.205 5.862 -0.105
H 0.183 4.750 2.055
H 0.692 2.331 2.130
C -1.893 -2.411 -1.945
C -2.075 -2.174 -0.451
As -1.572 -0.387 0.106
C -2.622 0.871 -0.940
C -4.123 0.595 -0.918
C -1.959 -0.213 2.009
C -3.304 -0.785 2.449
H -2.247 -3.408 -2.202
H -0.846 -2.348 -2.250
H -2.463 -1.701 -2.546
H -1.505 -2.875 0.159
H -3.122 -2.261 -0.153
H -2.230 0.812 -1.958
H -2.382 1.860 -0.544
H -4.366 -0.403 -1.282
H -4.619 1.308 -1.577
H -4.551 0.719 0.074
H -1.871 0.851 2.238
H -1.134 -0.728 2.502
H -4.151 -0.265 2.007
H -3.387 -0.676 3.530
H -3.393 -1.847 2.226
C 1.686 -0.515 1.414
C 2.226 -0.879 2.491
C 2.814 -1.278 3.665
C 3.366 -2.586 3.752
C 3.968 -2.977 4.921
C 4.030 -2.089 5.997
C 3.491 -0.800 5.925
C 2.884 -0.384 4.768
H 3.310 -3.251 2.901
H 4.397 -3.966 5.009
H 4.511 -2.406 6.914
H 3.559 -0.138 6.776
H 2.467 0.610 4.685



Computed, not measured: C27H28BN5O6RhS2 as an isolated structure, with the ωB97M-V functional and the def2-TZVPD basis.

The net charge is -1. For the orbital gap (alpha / beta), the calculation gives 6.71 / 6.72 eV.

CARTESIAN COORDINATES (ANGSTROEM)
Rh -1.713 -2.134 0.790
O -1.380 -3.958 1.523
N -0.371 -4.651 0.999
C 0.056 -5.717 1.709
C 1.046 -6.530 1.240
C 1.625 -6.223 0.001
C 1.196 -5.122 -0.689
C 0.176 -4.288 -0.187
S -0.387 -2.889 -0.973
H -0.448 -5.833 2.655
H 1.371 -7.369 1.837
H 2.420 -6.839 -0.399
H 1.635 -4.837 -1.634
N 0.762 1.765 -4.793
C -0.101 1.610 -3.698
C 0.014 0.513 -2.853
C -0.813 0.393 -1.749
C -1.756 1.358 -1.466
C -1.868 2.468 -2.297
C -1.049 2.592 -3.403
S -2.870 1.326 -0.091
O -2.359 2.266 0.877
O -4.173 1.606 -0.646
N -2.806 -0.211 0.462
C -3.741 -0.564 1.368
N -3.555 -1.856 1.767
C -4.351 -2.366 2.688
C -5.397 -1.631 3.214
C -5.499 -0.315 2.764
N -4.693 0.235 1.875
H 1.182 0.902 -5.101
H 0.358 2.271 -5.567
H 0.758 -0.252 -3.042
H -0.711 -0.451 -1.089
H -2.612 3.225 -2.085
H -1.138 3.460 -4.047
H -4.134 -3.382 2.998
H -6.070 -2.039 3.952
H -6.270 0.337 3.165
C -1.136 -1.152 3.903
C -0.066 -1.780 3.027
O 0.525 -2.776 3.426
H -0.726 -1.020 4.907
H -1.981 -1.837 3.975
H -1.483 -0.196 3.510
C 1.661 4.316 -1.707
C 2.849 3.682 -0.973
C 4.066 3.748 -1.895
C 3.158 4.507 0.285
C 2.512 2.249 -0.556
C 3.283 1.157 -0.942
C 3.023 -0.145 -0.492
C 1.960 -0.320 0.358
O 1.523 -1.448 0.976
B 0.337 -1.065 1.662
O 0.158 0.337 1.534
C 1.156 0.761 0.716
C 1.407 2.038 0.285
H 1.887 5.354 -1.964
H 0.759 4.307 -1.094
H 1.444 3.769 -2.626
H 4.270 4.790 -2.150
H 3.891 3.203 -2.826
H 4.958 3.338 -1.418
H 3.411 5.535 0.011
H 4.001 4.077 0.831
H 2.304 4.537 0.961
H 4.127 1.302 -1.601
H 3.642 -0.980 -0.791
H 0.749 2.841 0.592



Computed, not measured: one molecule with the formula C27H28BrClN3O4PS2, with the ωB97M-V functional and the def2-TZVPD basis.

For the orbital gap, the calculation gives 6.71 eV.

CARTESIAN COORDINATES (ANGSTROEM)
C 1.550 -1.485 6.626
C 0.880 -0.785 5.866
C -0.459 -0.191 5.334
C -1.067 1.051 5.970
Cl -0.229 1.891 7.327
C -2.375 1.655 5.499
Br -3.142 3.298 6.264
C -3.150 0.989 4.391
C -2.543 -0.230 3.771
C -1.204 -0.819 4.198
C -0.696 -2.089 3.378
O -0.118 -3.030 3.899
C -1.037 -2.003 1.828
C -0.106 -2.411 0.723
N 1.213 -2.922 1.092
C -0.477 -2.315 -0.754
C 0.624 -2.791 -1.774
C 1.998 -1.931 -1.680
C 2.509 -1.387 -3.085
S 2.205 0.397 -3.435
C 1.996 1.381 -1.909
S 0.551 1.241 -1.054
N 2.959 2.320 -1.375
C 2.412 3.703 -1.268
C 2.152 3.995 0.303
C 4.275 2.261 -2.058
C 5.407 3.166 -1.371
C -1.874 -1.818 -1.162
P -2.254 -1.831 -2.993
C -1.044 -0.726 -3.973
C -3.929 -1.009 -3.374
C -3.940 0.556 -2.997
C -2.801 -1.408 -0.048
O -4.106 -0.934 -0.330
N -5.039 -1.935 -0.552
O -5.105 -2.718 0.321
C -2.405 -1.464 1.413
C -3.315 -0.991 2.599
O -4.518 -1.162 2.716
H 2.042 -2.154 7.387
H -4.140 1.343 3.998
H 1.854 -2.166 1.362
H 1.123 -3.530 1.912
H 0.866 -3.886 -1.558
H 0.306 -2.752 -2.854
H 2.785 -2.689 -1.341
H 1.961 -1.150 -0.865
H 3.642 -1.540 -3.092
H 2.126 -1.979 -3.977
H 1.395 3.831 -1.773
H 3.073 4.503 -1.729
H 2.171 5.099 0.543
H 1.155 3.520 0.570
H 2.947 3.401 0.860
H 4.671 1.191 -2.018
H 4.227 2.549 -3.159
H 6.430 2.692 -1.365
H 5.108 3.533 -0.331
H 5.511 4.123 -1.989
H -0.233 -1.345 -4.486
H -1.656 -0.294 -4.840
H -0.636 0.134 -3.369
H -4.810 -1.596 -2.993
H -3.990 -1.057 -4.517
H -3.030 0.714 -2.325
H -4.881 0.845 -2.424
H -3.816 1.140 -3.952



Computed, not measured: C27H28BrN3O6W as an isolated structure, with the ωB97M-V functional and the def2-TZVPD basis.

Its multiplicity is 3. The net charge is +2. For the orbital gap (alpha / beta), the calculation gives 5.11 / 4.39 eV.

CARTESIAN COORDINATES (ANGSTROEM)
W 0.599 0.267 -0.058
O 4.239 -1.745 1.075
C 3.926 -2.124 2.348
C 4.940 -2.689 3.107
C 4.683 -3.086 4.408
C 3.424 -2.916 4.974
C 2.422 -2.347 4.211
C 2.652 -1.954 2.890
C 1.505 -1.429 2.099
O 1.814 -0.227 1.347
N 1.111 -2.357 1.040
N 0.201 -1.721 0.153
C 0.742 -1.656 -1.134
C -0.115 -1.721 -2.273
Br 0.680 -1.322 -3.904
C -1.446 -2.092 -2.103
C -2.562 -2.220 -2.960
C -2.585 -2.006 -4.363
C -3.757 -2.155 -5.063
C -4.934 -2.512 -4.401
C -4.942 -2.738 -3.026
C -3.772 -2.605 -2.318
H 3.493 -1.258 0.717
H 5.919 -2.808 2.664
H 5.482 -3.529 4.989
H 3.232 -3.224 5.991
H 1.433 -2.207 4.634
H 0.672 -1.180 2.769
H 0.697 -3.204 1.416
H 1.790 -1.937 -1.262
H -1.643 -2.323 -1.060
H -1.684 -1.742 -4.890
H -3.774 -2.002 -6.133
H -5.850 -2.623 -4.966
H -5.858 -3.025 -2.528
H -3.759 -2.797 -1.253
O 3.196 2.609 -2.269
C 2.360 2.119 -1.414
O 1.947 0.930 -1.469
C 1.900 2.956 -0.305
C 2.320 4.236 0.019
C 1.846 4.792 1.198
C 1.003 4.040 2.020
C 0.627 2.771 1.631
N 1.046 2.254 0.461
C -0.254 1.805 2.355
O -0.768 2.067 3.524
O -0.508 0.730 1.821
H 3.469 1.936 -2.918
H 3.004 4.769 -0.627
H 2.142 5.789 1.491
H 0.660 4.467 2.954
H -0.516 2.930 3.881
C -2.836 2.432 0.613
C -2.051 2.211 -0.680
C -3.007 2.291 -1.878
C -1.323 0.866 -0.736
H -3.636 3.153 0.446
H -2.238 2.838 1.430
H -3.293 1.507 0.969
H -1.318 3.021 -0.797
H -3.776 1.519 -1.800
H -2.487 2.150 -2.827
H -3.508 3.258 -1.911
H -0.950 0.718 -1.781
H -2.028 0.051 -0.536



Across the entries above, electronic energy takes the values -113117.8555, -33458.8690, -132718.4259, -103139.3620, -73547.9271, -154624.5972, -117060.8041 eV, respectively.
Across the entries above, max |F| takes the values 2.252, 2.754, 1.050, 1.149, 1.074, 3.585, 0.700 eV/Å, respectively.